[1]
{
  "formula": "C17H17F2N3O3",
  "method": "ωB97M-V/def2-TZVPD",
  "smiles": "O=C(CN1CCN(C(=O)c2ccco2)CC1)Nc1ccc(F)cc1F",
  "total_charge": 0,
  "total_energy_ha": -1247.735836,
  "lumo_energy_ev": 0.55,
  "max_force_ev_per_a": 1.0,
  "gap_ev": 9.16,
  "homo_energy_ev": -8.61,
  "symbols": ["O", "C", "C", "N", "C", "C", "N", "C", "O", "C", "C", "C", "C", "O", "C", "C", "N", "C", "C", "C", "C", "F", "C", "C", "F", "H", "H", "H", "H", "H", "H", "H", "H", "H", "H", "H", "H", "H", "H", "H", "H", "H"],
  "coordinates": [[2.78, -2.57, 0.16], [2.20, -1.57, -0.18], [0.71, -1.57, -0.54], [0.12, -0.26, -0.36], [-0.17, 0.05, 1.04], [-1.43, -0.64, 1.56], [-2.56, -0.35, 0.69], [-3.57, 0.42, 1.16], [-3.56, 0.90, 2.28], [-4.73, 0.61, 0.26], [-5.49, -0.29, -0.45], [-6.58, 0.44, -0.98], [-6.41, 1.72, -0.55], [-5.30, 1.83, 0.20], [-2.32, -0.70, -0.69], [-1.04, 0.02, -1.18], [2.75, -0.34, -0.32], [4.06, 0.07, -0.10], [5.08, -0.79, 0.29], [6.36, -0.32, 0.48], [6.63, 1.03, 0.30], [7.88, 1.49, 0.49], [5.64, 1.92, -0.08], [4.37, 1.42, -0.27], [3.38, 2.27, -0.65], [0.23, -2.38, 0.03], [0.65, -1.84, -1.60], [-0.30, 1.14, 1.11], [0.69, -0.23, 1.65], [-1.29, -1.73, 1.59], [-1.68, -0.28, 2.55], [-5.31, -1.34, -0.56], [-7.38, 0.06, -1.58], [-6.98, 2.62, -0.71], [-2.19, -1.78, -0.78], [-3.16, -0.39, -1.31], [-1.21, 1.10, -1.14], [-0.83, -0.26, -2.21], [2.08, 0.39, -0.58], [4.86, -1.84, 0.43], [7.16, -0.98, 0.78], [5.85, 2.97, -0.23]],
  "nbo_charge": [-0.606, 0.673, -0.319, -0.464, -0.234, -0.252, -0.428, 0.633, -0.599, 0.161, -0.276, -0.322, 0.109, -0.366, -0.242, -0.219, -0.616, 0.070, -0.200, -0.282, 0.394, -0.320, -0.342, 0.388, -0.326, 0.203, 0.227, 0.210, 0.213, 0.191, 0.259, 0.230, 0.232, 0.207, 0.190, 0.234, 0.202, 0.206, 0.440, 0.262, 0.234, 0.246]
}

=====

[2]
{
  "formula": "C17H17F6N5O5PdS2SeSi",
  "method": "ωB97M-V/def2-TZVPD",
  "total_charge": 2,
  "s2": 6.023,
  "total_energy_ha": -5521.730391,
  "spin_multiplicity": 5,
  "lumo_energy_ev": [-6.69, -9.08],
  "max_force_ev_per_a": 0.4,
  "e_above_lowest_kcal_mol": 8.49,
  "gap_ev": [5.10, 5.83],
  "homo_energy_ev": [-11.79, -14.90],
  "symbols": ["Pd", "Se", "N", "C", "C", "C", "C", "C", "N", "C", "C", "N", "C", "C", "C", "C", "C", "N", "H", "H", "H", "H", "H", "H", "F", "C", "F", "F", "S", "O", "O", "N", "S", "O", "O", "C", "F", "F", "F", "C", "Si", "C", "C", "H", "H", "H", "H", "H", "H", "H", "H", "H", "O", "H", "H"],
  "coordinates": [[-0.05, -1.11, -0.16], [-7.51, 0.62, -0.70], [-6.62, -0.99, -0.45], [-5.36, -0.65, -0.41], [-4.30, -1.62, -0.23], [-4.55, -2.99, -0.08], [-3.49, -3.85, 0.08], [-2.20, -3.35, 0.10], [-1.94, -2.05, -0.05], [-2.97, -1.18, -0.21], [-2.64, 0.22, -0.34], [-1.34, 0.57, -0.30], [-0.98, 1.84, -0.42], [-1.93, 2.86, -0.59], [-3.26, 2.53, -0.64], [-3.65, 1.18, -0.51], [-5.02, 0.77, -0.55], [-6.02, 1.64, -0.71], [-5.57, -3.34, -0.10], [-3.65, -4.92, 0.21], [-1.35, -4.00, 0.23], [0.07, 2.06, -0.37], [-1.59, 3.88, -0.69], [-4.03, 3.28, -0.77], [4.99, -0.08, 0.93], [4.12, 0.22, 1.86], [4.16, 1.49, 2.16], [4.27, -0.52, 2.94], [2.39, -0.05, 1.11], [1.89, 1.22, 0.71], [1.52, -0.69, 2.18], [2.39, -1.05, -0.10], [3.27, -2.47, 0.02], [3.74, -2.64, 1.35], [4.08, -2.59, -1.13], [1.90, -3.70, -0.17], [2.37, -4.92, -0.11], [1.25, -3.52, -1.33], [1.00, -3.51, 0.82], [-0.60, 0.91, 3.22], [0.79, -0.19, 3.76], [0.28, -1.84, 4.40], [2.07, 0.68, 4.76], [-1.10, 1.31, 4.10], [-1.36, 0.38, 2.64], [-0.24, 1.76, 2.63], [-0.27, -1.72, 5.34], [1.15, -2.47, 4.60], [-0.38, -2.37, 3.71], [1.58, 1.00, 5.68], [2.45, 1.59, 4.29], [2.90, 0.04, 5.04], [-0.08, -1.19, -2.37], [0.07, -2.05, -2.78], [0.56, -0.59, -2.79]],
  "mulliken_spin": [1.459, 0.869, 0.242, 0.064, 0.035, 0.003, 0.041, -0.012, 0.130, 0.098, 0.192, 0.225, 0.020, 0.017, 0.035, 0.047, 0.167, 0.229, 0.010, 0.002, -0.003, 0.002, 0.003, 0.014, 0.000, -0.002, 0.000, 0.000, -0.009, 0.004, -0.019, 0.025, 0.002, 0.002, 0.001, -0.002, -0.001, 0.003, 0.005, 0.009, 0.006, 0.001, 0.001, 0.000, -0.004, 0.000, 0.000, 0.000, 0.000, 0.000, 0.000, 0.000, 0.102, -0.007, -0.007]
}

=====

[3]
{
  "formula": "C17H17N3O2S",
  "method": "ωB97M-V/def2-TZVPD",
  "smiles": "COc1ccc(/C=N/n2c(=S)n(C)c3ccccc32)cc1OC",
  "total_charge": 0,
  "total_energy_ha": -1370.807495,
  "lumo_energy_ev": 0.02,
  "max_force_ev_per_a": 5.6,
  "e_above_lowest_kcal_mol": 134.34,
  "gap_ev": 7.47,
  "homo_energy_ev": -7.45,
  "symbols": ["C", "O", "C", "C", "C", "C", "C", "N", "N", "C", "S", "N", "C", "C", "C", "C", "C", "C", "C", "C", "C", "O", "C", "H", "H", "H", "H", "H", "H", "H", "H", "H", "H", "H", "H", "H", "H", "H", "H", "H"],
  "coordinates": [[-4.46, 0.66, -4.07], [-4.55, 1.24, -2.76], [-3.54, 0.96, -1.92], [-3.05, 1.92, -1.19], [-1.92, 1.63, -0.35], [-1.48, 0.32, -0.06], [-0.35, 0.00, 0.72], [0.69, 0.76, 0.90], [1.76, 0.46, 1.70], [1.76, -0.50, 2.78], [0.59, -0.64, 4.04], [3.04, -1.09, 2.78], [3.68, -1.66, 3.99], [3.82, -0.40, 1.88], [5.18, -0.38, 1.61], [5.66, 0.50, 0.61], [4.81, 1.33, -0.18], [3.48, 1.44, 0.20], [3.00, 0.51, 1.21], [-2.16, -0.71, -0.81], [-3.13, -0.41, -1.72], [-3.69, -1.45, -2.40], [-5.03, -1.73, -1.87], [-3.42, 0.36, -4.30], [-5.21, -0.04, -4.20], [-4.59, 1.50, -4.73], [-3.45, 2.98, -1.17], [-1.34, 2.31, 0.14], [-0.28, -0.95, 1.08], [4.45, -0.96, 4.28], [4.02, -2.63, 3.76], [3.05, -1.71, 4.84], [5.96, -1.00, 2.17], [6.73, 0.52, 0.41], [5.15, 1.88, -1.02], [2.87, 2.14, -0.28], [-1.77, -1.72, -0.80], [-5.07, -2.18, -0.94], [-5.50, -2.38, -2.54], [-5.72, -0.88, -1.81]],
  "nbo_charge": [-0.243, -0.511, 0.245, -0.249, -0.135, -0.139, 0.126, -0.252, -0.243, 0.256, -0.239, -0.392, -0.409, 0.152, -0.259, -0.217, -0.213, -0.209, 0.123, -0.227, 0.291, -0.527, -0.262, 0.191, 0.185, 0.186, 0.239, 0.219, 0.179, 0.207, 0.211, 0.247, 0.230, 0.214, 0.217, 0.230, 0.220, 0.183, 0.191, 0.186]
}

=====

[4]
{
  "formula": "C17H17N3O3S2",
  "method": "ωB97M-V/def2-TZVPD",
  "smiles": "COc1ccc(NC(=O)CSc2nc3sc(C)cc3c(=O)n2C)cc1",
  "total_charge": 0,
  "total_energy_ha": -1844.419078,
  "lumo_energy_ev": 0.34,
  "max_force_ev_per_a": 0.9,
  "e_above_lowest_kcal_mol": 0.00,
  "gap_ev": 8.36,
  "homo_energy_ev": -8.02,
  "symbols": ["C", "O", "C", "C", "C", "C", "N", "C", "O", "C", "S", "C", "N", "C", "S", "C", "C", "C", "C", "C", "O", "N", "C", "C", "C", "H", "H", "H", "H", "H", "H", "H", "H", "H", "H", "H", "H", "H", "H", "H", "H", "H"],
  "coordinates": [[-7.05, 0.57, -1.82], [-6.21, 1.37, -1.03], [-5.10, 0.82, -0.49], [-4.31, 1.66, 0.30], [-3.16, 1.21, 0.91], [-2.77, -0.12, 0.75], [-1.63, -0.66, 1.35], [-0.74, -0.06, 2.18], [-0.77, 1.09, 2.55], [0.33, -1.02, 2.70], [0.91, -2.24, 1.49], [2.15, -1.31, 0.66], [2.43, -0.14, 1.12], [3.41, 0.53, 0.48], [3.95, 2.10, 0.94], [5.13, 2.09, -0.36], [6.02, 3.27, -0.55], [5.08, 0.95, -1.08], [4.10, 0.04, -0.62], [3.79, -1.27, -1.13], [4.30, -1.83, -2.07], [2.75, -1.91, -0.40], [2.35, -3.23, -0.82], [-3.55, -0.96, -0.04], [-4.71, -0.51, -0.65], [-6.53, 0.18, -2.70], [-7.87, 1.21, -2.14], [-7.46, -0.27, -1.24], [-4.63, 2.69, 0.41], [-2.57, 1.87, 1.51], [-1.46, -1.63, 1.13], [1.20, -0.44, 3.03], [-0.07, -1.59, 3.54], [5.43, 4.17, -0.73], [6.62, 3.44, 0.35], [6.68, 3.10, -1.39], [5.72, 0.74, -1.93], [1.30, -3.24, -1.11], [2.50, -3.95, -0.01], [2.98, -3.50, -1.67], [-3.26, -2.00, -0.17], [-5.28, -1.19, -1.25]],
  "nbo_charge": [-0.252, -0.491, 0.274, -0.234, -0.214, 0.116, -0.603, 0.672, -0.593, -0.623, 0.241, 0.324, -0.532, 0.055, 0.432, -0.162, -0.640, -0.221, -0.249, 0.664, -0.609, -0.425, -0.438, -0.230, -0.253, 0.174, 0.201, 0.174, 0.226, 0.256, 0.402, 0.288, 0.250, 0.225, 0.224, 0.229, 0.236, 0.212, 0.213, 0.266, 0.202, 0.213]
}

=====

[5]
{
  "formula": "C17H17NO4",
  "method": "ωB97M-V/def2-TZVPD",
  "smiles": "C=c1cc(O)c(CN(C)C)c2o/c(=C\\c3ccco3)c(O)c12",
  "total_charge": 0,
  "total_energy_ha": -1013.529851,
  "lumo_energy_ev": -0.79,
  "max_force_ev_per_a": 4.5,
  "e_above_lowest_kcal_mol": 148.99,
  "gap_ev": 5.88,
  "homo_energy_ev": -6.67,
  "symbols": ["C", "C", "C", "C", "O", "C", "C", "N", "C", "C", "C", "O", "C", "C", "C", "C", "C", "C", "O", "C", "O", "C", "H", "H", "H", "H", "H", "H", "H", "H", "H", "H", "H", "H", "H", "H", "H", "H", "H"],
  "coordinates": [[-0.68, -3.41, -3.29], [-0.28, -2.66, -2.13], [0.88, -3.10, -1.31], [1.35, -2.36, -0.27], [2.43, -2.82, 0.43], [0.84, -1.06, 0.09], [1.20, -0.27, 1.36], [2.27, -0.89, 2.27], [1.91, -0.78, 3.71], [3.60, -0.45, 1.82], [-0.17, -0.54, -0.72], [-0.75, 0.66, -0.52], [-1.90, 0.69, -1.27], [-2.81, 1.70, -1.33], [-2.48, 3.01, -0.64], [-1.63, 3.40, 0.44], [-1.65, 4.76, 0.58], [-2.61, 5.17, -0.40], [-3.13, 4.13, -1.10], [-1.97, -0.60, -1.98], [-2.86, -1.07, -2.91], [-0.92, -1.43, -1.68], [-1.66, -3.36, -3.75], [0.04, -4.18, -3.61], [1.33, -4.11, -1.48], [2.43, -2.37, 1.33], [1.47, 0.76, 1.14], [0.33, -0.21, 1.99], [2.45, -1.31, 4.51], [1.89, 0.29, 3.93], [0.88, -1.11, 3.92], [3.53, 0.52, 1.52], [3.91, -0.91, 0.82], [4.38, -0.53, 2.58], [-3.66, 1.58, -1.90], [-1.24, 2.67, 1.05], [-1.34, 5.32, 1.43], [-2.89, 6.12, -0.84], [-2.49, -1.27, -3.78]],
  "nbo_charge": [-0.420, -0.032, -0.363, 0.418, -0.719, -0.194, -0.229, -0.486, -0.417, -0.423, 0.359, -0.446, 0.250, -0.286, 0.241, -0.288, -0.318, 0.102, -0.390, 0.347, -0.705, -0.150, 0.198, 0.204, 0.230, 0.508, 0.197, 0.208, 0.221, 0.171, 0.208, 0.174, 0.221, 0.210, 0.245, 0.225, 0.235, 0.201, 0.495]
}

=====

[6]
{
  "formula": "C17H18AsCrN4O8S2",
  "method": "ωB97M-V/def2-TZVPD",
  "total_charge": -2,
  "s2": 0.881,
  "total_energy_ha": -5556.209407,
  "spin_multiplicity": 2,
  "lumo_energy_ev": [4.71, 4.71],
  "max_force_ev_per_a": 0.3,
  "e_above_lowest_kcal_mol": 9.60,
  "gap_ev": [5.27, 5.50],
  "homo_energy_ev": [-0.56, -0.79],
  "symbols": ["Cr", "N", "C", "S", "N", "N", "C", "C", "C", "C", "C", "C", "N", "H", "H", "H", "H", "H", "H", "H", "O", "As", "O", "O", "C", "C", "C", "C", "C", "C", "S", "O", "O", "O", "H", "H", "H", "H", "H", "O", "C", "C", "O", "C", "C", "H", "H", "H", "H", "H", "H"],
  "coordinates": [[0.55, 1.08, -0.17], [0.05, 5.50, -0.61], [0.11, 4.13, -0.36], [0.83, 3.11, -1.51], [-0.40, 3.75, 0.79], [-0.32, 2.41, 0.96], [-0.99, 1.96, 2.02], [-1.00, 0.57, 2.23], [-1.66, -0.09, 3.29], [-1.62, -1.46, 3.37], [-0.93, -2.19, 2.40], [-0.30, -1.49, 1.39], [-0.32, -0.16, 1.31], [0.77, 5.81, -1.25], [-0.02, 6.04, 0.24], [-1.51, 2.66, 2.66], [-2.19, 0.51, 4.03], [-2.12, -1.97, 4.19], [-0.89, -3.27, 2.42], [0.26, -1.98, 0.60], [-3.57, -0.51, -1.45], [-2.09, 0.02, -2.35], [-2.60, 0.78, -3.69], [-1.27, 0.73, -1.09], [-1.40, -1.76, -2.78], [-2.36, -2.74, -3.01], [-1.99, -4.03, -3.36], [-0.65, -4.36, -3.48], [0.32, -3.39, -3.25], [-0.05, -2.10, -2.90], [1.25, -0.90, -2.59], [2.47, -1.56, -3.00], [0.86, 0.29, -3.32], [1.16, -0.73, -1.12], [-3.36, -0.26, -0.54], [-3.40, -2.49, -2.91], [-2.76, -4.78, -3.54], [-0.35, -5.36, -3.76], [1.37, -3.61, -3.34], [3.41, 1.20, -1.04], [2.54, 1.26, -0.22], [2.39, -0.40, 3.00], [2.87, -0.07, 1.72], [2.29, 1.10, 1.16], [2.43, 2.32, 2.03], [2.46, -1.49, 3.12], [1.35, -0.11, 3.14], [2.99, 0.07, 3.79], [1.80, 2.29, 2.93], [2.15, 3.22, 1.47], [3.47, 2.43, 2.36]],
  "mulliken_spin": [1.056, 0.004, 0.026, -0.019, -0.013, 0.028, 0.066, 0.008, 0.016, -0.003, 0.049, -0.008, 0.028, 0.001, 0.000, 0.007, 0.000, 0.000, 0.004, -0.004, -0.001, 0.003, 0.000, -0.028, 0.003, 0.000, 0.000, 0.000, 0.001, -0.004, -0.001, 0.002, 0.007, 0.001, 0.000, 0.000, 0.000, 0.000, 0.000, -0.034, -0.107, -0.001, -0.008, -0.076, -0.006, 0.000, 0.002, -0.001, -0.001, 0.001, 0.000]
}